# 1
Molecular formula: C44H38ClCoN5O5S
Method: DFT, ωB97M-V/def2-TZVPD

```
95
C44H38ClCoN5O5S | the Open Molecules 2025 dataset | ωB97M-V/def2-TZVPD
Co 0.64215 -0.20313 -0.69084
O -0.16943 2.61040 5.58176
C -0.24696 3.27252 4.53439
O -0.33657 4.49038 4.32135
C -0.23705 2.40639 3.24408
C -0.12338 1.02574 3.33359
C -0.01085 0.28757 2.17041
N -0.02513 0.87785 0.97262
C -0.15078 2.19888 0.86400
C -0.27237 3.00093 1.98980
C -0.08143 2.69981 -0.53756
C -0.30420 4.02742 -0.87224
C -0.21487 4.40644 -2.20201
C 0.08858 3.45210 -3.15892
C 0.29575 2.14470 -2.75062
N 0.21861 1.77874 -1.47204
C 0.22353 -1.18046 2.12860
C 0.17551 -1.99059 3.25696
C 0.44572 -3.34129 3.12143
C 0.76395 -3.85250 1.87005
C 0.79719 -2.98161 0.79614
N 0.52881 -1.68454 0.92230
H -0.07834 0.59720 4.32568
H -0.34701 4.07940 1.95424
H -0.54832 4.74823 -0.10572
H -0.38566 5.43658 -2.48517
H 0.16151 3.70673 -4.20643
H 0.50917 1.34829 -3.45578
H -0.07086 -1.56807 4.22007
H 0.40997 -3.99006 3.98672
H 0.98348 -4.90103 1.72764
H 1.04940 -3.31352 -0.20574
C -2.44951 -5.83202 -3.99124
C -1.09179 -5.27077 -3.65160
C -0.53722 -5.53772 -2.40312
C 0.72425 -5.06268 -2.08132
C 1.45660 -4.33142 -2.99932
C 0.91297 -4.05665 -4.25641
N 1.64561 -3.39316 -5.24546
C 2.80950 -2.63959 -5.02053
C 3.93923 -2.86500 -5.80415
C 5.08644 -2.10812 -5.62954
C 5.13388 -1.13534 -4.64112
C 4.01678 -0.91986 -3.84891
C 2.84633 -1.64257 -4.04022
C 1.62042 -1.21888 -3.26748
O 0.59647 -0.90963 -3.87490
O 1.77103 -1.21159 -1.99447
C -0.38301 -4.49924 -4.57480
C -0.96227 -4.13298 -5.91291
H -2.82015 -6.45351 -3.17741
H -2.41202 -6.44441 -4.89365
H -3.18877 -5.04880 -4.17403
H -1.09170 -6.13561 -1.69011
H 1.15973 -5.29868 -1.11736
H 2.45303 -3.98919 -2.75682
H 1.52294 -3.73108 -6.18431
H 3.91198 -3.65161 -6.54921
H 5.94944 -2.29250 -6.25580
H 6.02838 -0.54386 -4.49640
H 4.02157 -0.14722 -3.08988
H -0.68419 -3.10994 -6.17022
H -2.04778 -4.20168 -5.91623
H -0.59874 -4.78962 -6.71127
C 2.68901 1.60252 6.59709
C 2.95751 1.14603 5.19275
C 2.60873 1.94344 4.10875
C 2.79986 1.50394 2.80755
C 3.34676 0.24980 2.59230
C 3.70132 -0.57148 3.65592
C 3.51764 -0.11110 4.94835
S 3.42325 -0.38755 0.93055
C 5.05126 0.13841 0.39981
O 2.47262 0.51884 0.19384
H 2.43005 2.65834 6.62559
H 3.55759 1.43674 7.23644
H 1.84899 1.04814 7.01842
H 2.14785 2.90795 4.28382
H 2.47805 2.09920 1.96258
H 4.08797 -1.56866 3.47556
H 3.77980 -0.74803 5.78484
H 5.12339 1.21856 0.51706
H 5.14850 -0.15747 -0.64216
H 5.79864 -0.37231 1.00501
Cl -4.87246 0.79876 -1.75468
C -3.56620 -0.32469 -1.89988
C -3.71822 -1.51252 -2.59938
C -2.62753 -2.36367 -2.67690
C -1.43776 -1.99664 -2.07221
N -1.30818 -0.85403 -1.40093
C -2.34956 -0.03337 -1.31135
H -4.66283 -1.75435 -3.06708
H -2.68310 -3.30080 -3.21018
H -0.55917 -2.62691 -2.13879
H -2.21348 0.88308 -0.75176
```

- multiplicity = 4
- LUMO (spin up / spin down) (eV) = -0.5 / -0.5
- ⟨S²⟩ = 3.757
- total charge = 0

In elementary charge units, the Löwdin charges are: 0.68, -0.02, -0.70, -0.02, -0.09, 0.05, -0.18, 0.08, -0.19, 0.07, -0.19, 0.01, -0.04, -0.04, -0.08, 0.07, -0.18, 0.01, -0.04, -0.04, -0.10, 0.06, 0.12, 0.12, 0.12, 0.11, 0.11, 0.10, 0.12, 0.11, 0.11, 0.09, -0.05, -0.26, -0.06, -0.10, -0.02, -0.20, 0.10, -0.20, -0.02, -0.09, -0.09, -0.03, -0.08, -0.61, 0.04, -0.10, -0.18, -0.03, 0.08, 0.09, 0.07, 0.11, 0.10, 0.12, 0.13, 0.11, 0.10, 0.10, 0.11, 0.09, 0.07, 0.09, -0.04, -0.24, -0.02, -0.06, -0.39, -0.08, -0.03, 0.97, -0.21, -0.54, 0.08, 0.08, 0.09, 0.12, 0.12, 0.11, 0.12, 0.07, 0.04, 0.06, 0.69, -0.64, -0.06, -0.01, -0.09, 0.03, -0.14, 0.11, 0.08, 0.10, 0.10

***

# 2
Molecular formula: C13H14BrNO6
Method: DFT, ωB97M-V/def2-TZVPD

```
35
C13H14BrNO6 | the Open Molecules 2025 dataset | ωB97M-V/def2-TZVPD
C 4.83048 0.19698 1.03159
C 4.07203 0.85730 -0.30442
C 2.46330 0.71966 -0.01689
C 1.49592 1.49645 -1.08843
N 0.67536 2.57600 -0.41885
C -0.66492 2.08099 0.07572
C -1.83315 3.04318 -0.04236
C -3.30853 2.52428 0.55022
O -4.11996 3.38143 1.19331
C -3.63294 0.91080 0.32459
C -2.46560 -0.05636 0.40896
C -2.71765 -1.66318 0.19097
C -2.22540 -2.61266 1.44302
O -3.07636 -2.79158 2.47424
Br -0.41313 -3.54949 1.44973
C -0.98511 0.62892 0.76445
O -0.20565 -0.04579 1.61289
H 5.62442 -0.61577 0.74359
H 3.98918 -0.37478 1.65544
H 5.24143 1.03146 1.76336
H 4.35817 0.13942 -1.19944
H 4.46051 1.95464 -0.43834
H 2.24178 1.16546 1.04495
H 2.16229 -0.42135 -0.04896
H 2.22331 2.05152 -1.85499
H 0.82758 0.76457 -1.71045
H 1.17594 3.04222 0.36984
H -1.71915 4.12066 -0.48664
H -4.73176 0.51675 0.11209
H -2.13278 -1.97444 -0.78805
H -3.88259 -1.80453 -0.02126
C -1.91084 -4.36935 -2.19241
O -1.40880 -5.47611 -2.07104
O -1.46262 -3.45694 -2.89615
O -2.94478 -3.99035 -1.63030
```

- multiplicity = 1
- LUMO (eV) = 3.4
- total charge = -2

In elementary charge units, the natural (NBO) charges are: -0.64, -0.42, -0.44, -0.23, -0.66, 0.07, -0.31, 0.49, -0.64, -0.36, -0.03, -0.55, 0.54, -0.59, -0.01, 0.44, -0.60, 0.21, 0.23, 0.20, 0.21, 0.19, 0.21, 0.24, 0.18, 0.24, 0.37, 0.23, 0.23, 0.34, 0.27, 0.90, -0.79, -0.76, -0.75

***

# 3
Molecular formula: C6H12AsF6O6Rb
Method: DFT, ωB97M-V/def2-TZVPD

```
32
C6H12AsF6O6Rb | the Open Molecules 2025 dataset | ωB97M-V/def2-TZVPD
Rb -31.11091 -6.05288 13.35909
As -34.66458 -12.40908 10.34858
F -35.97763 -11.53540 9.52087
F -33.97565 -10.79454 10.84730
F -33.28619 -13.32780 11.13030
F -35.41702 -14.00564 9.85272
F -33.65445 -12.37285 8.91571
F -35.58173 -12.40266 11.90675
C -31.03904 -13.09703 17.48910
O -29.99427 -12.41995 18.24124
C -29.40278 -11.39474 17.66632
O -29.75438 -10.80859 16.62445
O -28.38778 -11.00027 18.41501
C -27.65498 -9.82580 18.29757
H -30.75488 -13.66389 16.60251
H -31.90325 -12.45535 17.31742
H -31.51185 -13.85752 18.11056
H -28.37639 -9.06844 17.99081
H -26.90687 -9.96438 17.51704
H -27.14847 -9.64898 19.24640
C -35.16185 -7.70281 18.45556
O -34.94759 -6.73466 19.48873
C -33.68902 -6.17672 19.63194
O -32.76430 -6.19029 18.83061
O -33.66317 -5.57075 20.75818
C -32.53406 -4.88367 21.23004
H -34.24401 -8.28733 18.39244
H -35.35837 -7.23646 17.49015
H -36.08864 -8.22284 18.69790
H -32.72971 -3.81493 21.14272
H -31.54054 -5.09651 20.83542
H -32.49354 -5.06062 22.30482
```

- multiplicity = 1
- LUMO (eV) = -2.5
- total charge = 0

In elementary charge units, the natural (NBO) charges are: 1.00, 2.79, -0.63, -0.65, -0.63, -0.63, -0.62, -0.63, -0.27, -0.48, 0.99, -0.68, -0.51, -0.24, 0.21, 0.20, 0.20, 0.19, 0.18, 0.20, -0.25, -0.51, 1.00, -0.67, -0.48, -0.26, 0.20, 0.18, 0.21, 0.19, 0.21, 0.20

***

# 4
Molecular formula: C2H10N2O2
Method: DFT, ωB97M-V/def2-TZVPD

```
16
C2H10N2O2 | the Open Molecules 2025 dataset | ωB97M-V/def2-TZVPD
C 0.15546 -1.49342 -1.24287
N 0.27086 -1.26036 0.19204
C 1.28857 -0.59757 0.56257
N 2.36639 -0.22100 -0.25478
H -0.88331 -1.79039 -1.41162
H 0.41567 -0.71150 -1.95821
H 0.75145 -2.37616 -1.52949
H 1.37172 -0.37931 1.62263
H 2.87283 0.48421 0.23906
H 2.48847 -0.93678 -0.93876
O -0.66311 -0.48790 3.90081
H -1.54704 -0.79340 3.65865
H -0.13164 -0.92631 3.22706
O -3.21224 3.71873 -2.19864
H -3.23137 4.22590 -1.38571
H -2.31274 3.54526 -2.48274
```

- multiplicity = 1
- LUMO (eV) = 0.7
- SMILES = C/N=C\N.O.O
- total charge = 0

In elementary charge units, the natural (NBO) charges are: -0.48, -0.48, 0.27, -0.88, 0.21, 0.19, 0.18, 0.15, 0.41, 0.42, -0.94, 0.47, 0.47, -0.95, 0.47, 0.47

***

Electronic energy per entry: -4590.77493 -3583.58462 -3546.36969 -342.14749 a.u.
Energy relative to the best compared isomer or geometry (same formula, charge and spin) per entry: 0.0 824.6 403.8 121.8 kJ/mol